Below is a molecular structure, C37H21N9OPd, with properties calculated with wB97M-V/def2-TZVPD.

Element x y z (Å)
Pd 0.42 0.30 -0.13
C 5.37 -3.98 -0.58
C 5.79 -3.39 0.60
C 4.94 -2.50 1.22
C 3.77 -2.12 0.63
C 2.87 -1.00 0.89
N 1.96 -0.97 -0.10
C 2.12 -2.07 -0.94
N 1.27 -2.40 -1.91
C 0.19 -1.73 -2.30
C -0.70 -2.16 -3.36
C -0.55 -3.20 -4.24
C -1.54 -3.23 -5.27
C -2.59 -2.32 -5.30
C -2.75 -1.37 -4.34
C -1.82 -1.31 -3.33
C -1.57 -0.37 -2.22
N -2.46 0.54 -1.89
C -2.20 1.52 -1.03
N -1.04 1.64 -0.30
C -1.10 2.80 0.42
N -0.29 3.23 1.36
C 0.81 2.59 1.77
N 1.16 1.32 1.36
C 2.27 0.92 2.09
N 2.99 -0.18 1.94
C 2.58 1.96 3.06
C 3.55 2.12 4.02
C 3.54 3.30 4.80
C 2.61 4.31 4.54
C 1.64 4.17 3.57
C 1.60 2.99 2.90
C -2.28 3.57 -0.03
C -2.60 4.90 0.16
C -3.66 5.40 -0.57
C -4.36 4.63 -1.47
C -4.04 3.28 -1.71
C -3.00 2.75 -0.91
N -0.40 -0.71 -1.61
C 3.32 -2.76 -0.53
C 4.10 -3.74 -1.09
H 6.06 -4.67 -1.09
H 6.83 -3.54 0.97
H 5.17 -1.99 2.13
H 0.32 -3.87 -4.14
H -1.53 -4.01 -5.99
H -3.28 -2.34 -6.16
H -3.58 -0.69 -4.33
H 4.22 1.31 4.19
H 4.31 3.45 5.56
H 2.75 5.21 5.17
H 0.95 4.97 3.31
H -2.03 5.55 0.80
H -3.99 6.44 -0.48
H -5.16 5.12 -2.07
H -4.61 2.67 -2.43
H 3.67 -4.31 -1.92
O -0.29 -1.07 2.16
N -1.40 -1.61 1.80
C -2.50 -0.87 1.74
C -3.67 -1.43 1.25
C -3.72 -2.75 0.95
C -2.56 -3.50 0.97
C -1.39 -2.95 1.46
H -2.39 0.16 2.06
H -4.53 -0.75 1.08
H -4.66 -3.26 0.66
H -2.52 -4.57 0.65
H -0.39 -3.44 1.55

Properties
charge = -1
HOMO energy (spin up / spin down) = -0.079 / -0.204 Eh
⟨S²⟩ = 3.774
2S+1 = 4
orbital gap (spin up / spin down) = 4.569 / 6.224 eV
energy = -57649.553 eV
maximum force = 2.6 eV/Å

***

Below is a molecular structure, C5H8O2, with properties calculated with wB97M-V/def2-TZVPD.

Element x y z (Å)
C 0.78 -0.18 -1.56
C -0.04 -0.03 -0.32
C 0.59 -0.91 0.69
O -0.43 -0.66 1.70
C -1.28 -0.24 0.62
C -0.83 1.12 0.24
O -0.42 2.06 1.17
H 0.66 -1.13 -2.09
H 0.73 0.66 -2.27
H 1.80 -0.30 -1.05
H 1.72 -0.76 0.66
H 0.42 -1.96 0.40
H -2.19 -0.80 0.45
H -1.46 1.58 -0.53
H -0.05 1.55 1.90

Properties
charge = 0
HOMO energy = -0.344 Eh
orbital gap = 10.269 eV
energy relative to the best compared isomer or geometry (same formula, charge and spin) = 93.1 kcal per mole
energy = -9405.795 eV
maximum force = 2.1 eV/Å

***

Below is a molecular structure, C17H34CoO2P2, with properties calculated with wB97M-V/def2-TZVPD.

Element x y z (Å)
P 0.19 -2.42 0.98
P 0.18 2.89 1.25
C 0.95 0.41 0.18
C 1.37 1.85 0.39
H 1.30 0.25 -0.91
H 1.61 -0.22 0.81
H 2.31 1.86 0.92
H 1.54 2.28 -0.60
C -1.37 3.49 0.65
H -1.71 4.26 1.38
H -2.15 2.71 0.62
H -1.29 3.96 -0.34
C 1.23 4.19 1.90
H 0.91 5.11 1.39
H 2.28 3.97 1.61
H 1.14 4.27 2.99
C -0.94 -3.81 0.64
H -1.04 -4.47 1.52
H -0.61 -4.40 -0.24
H -1.94 -3.40 0.40
C 1.83 -3.15 0.61
H 2.57 -2.34 0.62
H 1.85 -3.62 -0.38
H 2.09 -3.87 1.39
Co -0.20 -0.24 -1.27
C 0.13 1.23 -2.50
C -1.22 1.09 -2.05
C -2.23 0.36 -2.87
C -1.73 -1.07 -3.29
C -0.93 -1.71 -2.18
C 0.52 -1.68 -2.15
C 1.41 -0.91 -3.08
C 0.87 0.46 -3.57
C 0.28 -2.51 2.80
H 0.59 2.18 -2.28
H -1.56 1.78 -1.25
H -2.41 0.97 -3.74
H -3.17 0.30 -2.31
H -2.62 -1.69 -3.50
H -1.13 -0.99 -4.23
H -1.46 -2.47 -1.59
H 1.03 -2.50 -1.65
H 1.56 -1.55 -3.95
H 2.40 -0.75 -2.62
H 1.76 1.07 -3.81
H 0.31 0.37 -4.50
H 0.96 -1.72 3.16
H 0.66 -3.50 3.10
H -0.71 -2.32 3.23
C -0.87 0.75 4.78
O -1.03 0.11 3.44
C -0.70 0.62 2.34
O -0.26 1.94 2.52
H 0.06 1.30 4.82
H -0.86 -0.10 5.47
H -1.76 1.37 4.95

Properties
charge = 0
HOMO energy (spin up / spin down) = -0.127 / -0.223 Eh
⟨S²⟩ = 3.779
2S+1 = 4
orbital gap (spin up / spin down) = 3.552 / 6.141 eV
energy relative to the best compared isomer or geometry (same formula, charge and spin) = 144.3 kcal per mole
energy = -78468.976 eV
maximum force = 6.8 eV/Å